No. 1
ORCA calculation (ωB97M-V/def2-TZVPD) on a gas-phase ion, C3H8N3S2 (charge +1).

Output
* HOMO energy: -11.561 eV
* total charge: +1
* Kohn-Sham gap: 6.865 eV
* relative energy (zero: lowest compared OMol25 entry of this formula, charge and spin): 116.2 kJ/mol
* multiplicity: 1

Last column: Mulliken charge in e.
Atoms and positions in Å:
1 N -2.56 -0.01 -0.57  -0.51
2 S 2.43 -0.54 0.08  -0.07
3 H 0.72 0.97 -0.07  0.36
4 N 2.54 2.04 -0.05  -0.31
5 H -1.85 -1.46 1.57  0.20
6 H 3.51 2.07 -0.27  0.24
7 H -0.24 -2.16 1.75  0.26
8 H -1.04 -0.56 -1.81  0.59
9 C -0.54 -1.27 0.06  -0.08
10 H -2.93 0.72 -1.18  0.28
11 C 1.77 0.98 -0.11  0.23
12 H 2.22 2.95 0.30  0.27
13 N -0.87 -1.45 1.42  -0.50
14 C -1.36 -0.62 -0.86  -0.17
15 H -2.69 0.34 0.37  0.23
16 S 0.88 -2.00 -0.61  -0.02

***

No. 2
ORCA calculation (ωB97M-V/def2-TZVPD) on a single C15H10BrClN4O2S molecule.

Output
* HOMO energy: -7.952 eV
* Kohn-Sham gap: 7.636 eV
* multiplicity: 1

Last column: Mulliken charge in e.
Atoms and positions in Å:
1 C -1.57 0.98 -1.47  0.24
2 N 2.96 -1.27 -0.05  -0.14
3 C -1.36 0.79 0.00  0.49
4 C -2.69 0.37 -2.02  -0.49
5 H 0.99 -3.24 3.34  0.37
6 Cl 0.74 2.41 -1.72  -0.19
7 H -1.10 2.81 0.18  0.38
8 H 3.26 -0.61 -0.74  0.16
9 C 1.08 -2.33 2.76  -1.07
10 H -3.34 -0.20 -1.37  0.50
11 C 1.31 0.08 1.28  -0.23
12 H 1.42 1.00 0.74  0.55
13 H 2.92 -4.10 1.37  0.16
14 H -0.35 -1.25 3.93  0.43
15 C 0.34 -1.21 3.10  -0.66
16 C -0.71 1.69 -2.31  0.44
17 N -0.98 1.93 0.66  -0.14
18 C 0.43 -0.03 2.36  -0.06
19 H -2.33 1.29 -5.26  0.42
20 H -0.50 1.16 3.77  0.30
21 C 3.43 -2.57 0.02  0.13
22 O -1.55 -0.28 0.54  -0.57
23 O 4.24 -3.08 -0.71  -0.62
24 N 2.78 -3.14 1.09  -0.13
25 C -2.11 1.20 -4.20  -0.36
26 H -0.30 2.34 -4.31  0.45
27 C -2.96 0.49 -3.37  -0.14
28 S -1.35 3.48 2.73  -0.35
29 N -0.34 1.07 2.77  -0.04
30 C -0.98 1.79 -3.67  -0.64
31 C 2.04 -1.04 0.95  0.46
32 Br -4.50 -0.34 -4.10  -0.17
33 C -0.85 2.07 2.04  -0.17
34 C 1.92 -2.24 1.68  0.69

***

No. 3
ORCA calculation (ωB97M-V/def2-TZVPD) on a molecular structure, C10H17CeCl3O6.

Output
* HOMO energy: 0.512 eV
* total charge: -2
* Kohn-Sham gap: 4.014 eV
* multiplicity: 1

Last column: Mulliken charge in e.
Atoms and positions in Å:
1 C 0.66 0.24 -1.65  0.26
2 H 2.19 -2.46 -2.18  0.25
3 C -1.57 -0.46 -1.62  -0.20
4 H 2.70 -1.37 -0.85  0.34
5 C 0.66 -1.15 -1.44  0.30
6 H -1.77 -3.46 -1.72  0.20
7 H -3.42 -0.60 -2.56  0.38
8 H -0.46 -3.49 -0.52  0.36
9 O 1.53 -0.13 6.11  -0.58
10 O 0.17 1.49 4.95  -0.63
11 H 2.48 -0.03 1.27  0.29
12 Cl 0.34 0.01 5.34  1.73
13 Ce 0.49 1.32 2.43  1.31
14 H -3.41 0.59 -1.29  0.28
15 O 1.51 -0.15 1.41  -0.50
16 H 1.66 -2.75 -0.48  0.34
17 H -2.00 -2.73 -0.16  0.30
18 O -0.87 -0.45 6.00  -0.58
19 H -3.42 -1.21 -0.92  0.31
20 C -3.05 -0.41 -1.56  -1.52
21 C -0.72 -1.56 -1.36  1.15
22 C 1.87 -1.99 -1.25  -1.59
23 O 0.50 -0.73 3.99  -0.58
24 C -1.16 2.00 -1.99  -1.56
25 H 1.75 2.16 -1.43  0.19
26 H 2.73 0.67 -1.42  0.34
27 H -2.01 2.27 -1.32  0.29
28 O 2.22 2.36 1.51  -0.71
29 H 1.99 1.25 -2.94  0.26
30 Cl -1.86 0.14 1.75  -0.49
31 H 2.63 3.05 0.89  0.19
32 C -1.25 -2.87 -0.96  -1.71
33 H -1.55 2.09 -3.03  0.21
34 H -0.33 2.72 -1.91  0.32
35 C 1.83 1.13 -1.86  -1.52
36 C -0.70 0.67 -1.70  1.14
37 Cl -0.33 3.83 2.47  -0.58

***

No. 4
ORCA calculation (ωB97M-V/def2-TZVPD) on a molecular structure, C49H81BCrN10O4S3Si4Te.

Output
* HOMO energy (spin up / spin down): -5.827 / -5.966 eV
* Kohn-Sham gap (spin up / spin down): 5.225 / 5.363 eV
* relative energy (zero: lowest compared OMol25 entry of this formula, charge and spin): 0.0 kJ/mol
* multiplicity: 5

Last column: Mulliken charge in e.
Atoms and positions in Å:
1 H -1.55 -6.20 -3.56  0.48
2 H 4.47 3.58 7.54  0.38
3 C 0.20 -2.26 0.90  -0.56
4 Te 1.79 2.36 1.91  -0.78
5 H 5.59 3.70 6.18  0.30
6 Si 5.09 4.32 2.10  0.70
7 H -5.25 -0.41 -7.38  0.54
8 O 0.40 -1.09 1.43  0.34
9 C -1.57 5.31 -1.64  -1.82
10 N -1.55 1.64 -2.42  0.71
11 N -2.73 0.61 4.35  -0.83
12 H -5.97 -0.45 0.43  0.36
13 C 1.31 -1.75 -2.72  0.24
14 H 3.91 6.41 2.74  0.26
15 C -1.23 -0.09 6.17  -0.86
16 N -3.85 -0.23 -3.86  -0.54
17 H -4.44 0.73 -6.28  0.04
18 H -0.40 -4.82 0.59  0.60
19 H -5.43 -2.11 0.24  0.32
20 C -1.52 4.01 -2.39  0.16
21 H -1.66 6.14 -2.33  0.41
22 C -1.38 -1.59 6.44  0.70
23 H 7.23 3.95 3.33  0.27
24 C 6.67 0.64 3.97  -1.15
25 C -1.49 2.76 -1.66  0.66
26 H 0.27 -4.54 -5.45  0.36
27 N -1.51 0.26 4.78  1.23
28 C -2.81 -2.07 6.22  -1.67
29 C -2.87 -3.89 -4.15  -1.77
30 H -1.42 4.90 -4.30  0.35
31 C 6.60 4.81 3.11  -1.07
32 C 5.08 -0.07 1.44  -0.83
33 H -7.41 0.22 -6.33  0.48
34 C -0.80 -4.34 -5.47  -1.89
35 H -0.99 1.16 -7.47  0.53
36 C -1.35 2.73 -4.42  0.22
37 H -5.37 -2.84 -5.54  0.19
38 H -0.98 -3.48 -6.11  0.32
39 H -2.02 0.66 -6.11  0.23
40 H -0.47 -3.47 5.87  0.51
41 H 3.17 -0.72 -2.93  0.37
42 C -3.95 -0.49 -1.52  0.48
43 C -1.44 3.98 -3.74  -0.80
44 C -5.83 -0.99 -2.77  -0.43
45 H -0.66 5.42 -1.04  0.37
46 H 6.30 5.26 4.06  0.25
47 H -6.86 -1.32 -2.89  0.41
48 H -6.94 -2.48 -4.82  0.36
49 C 2.78 -1.64 -2.50  -1.91
50 C -0.68 -2.88 -3.45  0.30
51 H 2.27 1.19 6.28  0.30
52 H 6.64 1.09 4.96  0.26
53 C 5.66 3.65 0.43  -0.99
54 C -2.34 3.36 -6.61  -1.69
55 H -3.10 -3.03 -4.79  0.07
56 C -0.38 -2.41 5.62  -1.14
57 H 7.09 -0.36 4.06  0.36
58 H 2.11 5.29 6.27  0.41
59 H 0.15 4.40 -6.02  0.35
60 C -1.06 -5.31 -3.16  -1.82
61 C 4.01 5.83 1.82  -0.96
62 H 3.93 -0.34 5.28  0.29
63 C -4.76 -0.30 -6.40  -1.49
64 H 5.02 2.12 6.71  0.27
65 H -1.43 -5.13 -2.15  0.33
66 H 0.37 0.04 3.76  0.47
67 C -5.97 -1.30 -0.26  -1.66
68 H -2.24 3.28 -7.69  0.48
69 H 4.83 3.16 -0.08  0.20
70 H 5.98 0.31 0.94  0.39
71 N -1.44 -1.92 -3.04  -0.34
72 H 3.00 -1.60 -1.44  0.30
73 H -1.29 -5.21 -5.91  0.47
74 H 0.33 -6.80 1.96  0.44
75 H 1.35 -3.62 -3.70  0.37
76 H -7.72 -0.06 -4.62  0.33
77 C -5.74 -0.71 -5.31  2.29
78 H -6.65 1.26 -5.11  0.36
79 H -2.40 5.32 -0.94  0.36
80 H 1.95 5.20 4.51  0.29
81 H 0.31 3.29 -7.37  0.47
82 C -6.95 0.23 -5.34  -1.82
83 H 3.46 5.76 5.24  0.25
84 C 0.73 -2.81 -3.33  -0.82
85 C -1.36 -4.10 -4.06  2.22
86 H 0.65 -2.10 5.82  0.34
87 O -0.37 -2.46 -0.17  -0.55
88 C 0.15 3.35 -6.30  -1.82
89 Si 3.88 2.66 3.19  0.18
90 O 2.07 -6.45 4.10  -0.53
91 H -3.30 -3.70 -3.17  0.21
92 H -1.13 -1.70 7.50  0.42
93 H 1.37 2.62 6.83  0.56
94 C 2.94 -5.70 4.95  -0.34
95 C 2.64 5.05 5.34  -1.10
96 C -5.10 -0.63 -3.94  0.21
97 Si 3.27 3.29 5.36  0.28
98 H 3.97 -6.03 4.79  0.27
99 C 0.27 -4.70 1.42  -0.44
100 H 4.17 -1.62 4.08  0.40
101 S -2.77 -0.19 -0.30  -0.23
102 C 3.87 -0.58 4.21  0.02
103 O 2.82 -4.33 4.60  -0.52
104 C 0.71 -3.41 1.72  -0.73
105 N -3.33 -0.17 -2.65  0.52
106 N -2.64 0.82 3.09  -0.39
107 H -0.27 0.67 -5.93  0.29
108 C 1.59 -3.19 2.79  -0.08
109 C -6.21 -2.15 -5.56  -1.54
110 C 1.53 -5.56 3.22  0.97
111 H 1.17 2.04 5.16  -0.32
112 H 6.46 2.92 0.55  0.25
113 H 7.21 5.55 2.58  0.38
114 H -6.68 -2.22 -6.55  0.48
115 H -6.99 -1.62 -0.44  0.42
116 C -1.11 1.19 -6.38  -2.00
117 H 2.83 -0.47 3.89  -0.77
118 C 4.72 3.16 6.56  -1.13
119 H 1.94 -2.19 3.01  0.14
120 H 6.03 4.46 -0.21  0.39
121 H 3.02 5.52 1.50  0.18
122 H -0.22 0.25 6.38  -0.02
123 H 1.00 2.87 -5.80  0.35
124 C -5.28 -0.94 -1.53  -0.01
125 H 2.64 -5.84 5.99  0.28
126 H -3.53 -1.47 6.77  0.41
127 H -1.93 0.49 6.78  0.49
128 H 0.01 -5.51 -3.09  0.36
129 H 3.29 -2.49 -2.95  0.47
130 H 7.34 1.24 3.35  0.27
131 H -0.57 -2.31 4.55  0.03
132 N -1.38 0.60 2.68  1.59
133 H -3.29 2.90 -6.32  0.25
134 S 1.08 0.58 -1.31  -0.56
135 H -3.87 -0.93 -6.39  0.20
136 C -0.68 0.26 3.74  -1.81
137 N -1.43 1.62 -3.77  -0.28
138 Si 4.95 0.59 3.20  0.34
139 C 1.98 -4.28 3.51  1.17
140 H 4.44 6.48 1.06  0.40
141 Cr -0.21 0.68 0.85  1.27
142 C 0.44 -0.72 -2.20  0.62
143 H -3.33 -4.78 -4.57  0.61
144 H 4.21 0.24 0.85  -0.02
145 H -2.91 -3.11 6.54  0.48
146 B -1.91 0.20 -2.04  -0.86
147 N -0.87 -0.84 -2.47  0.99
148 S -1.29 2.82 0.01  -0.31
149 C -1.16 2.65 -5.93  2.45
150 H -2.37 4.42 -6.36  0.34
151 H -3.08 -2.02 5.16  0.25
152 C 1.89 2.17 5.98  -0.57
153 H 5.13 -1.16 1.43  0.42
154 C 0.67 -5.80 2.18  -1.20